Here is a molecular structure, C12H12N6O2PtSe3Te2 at a distorted geometry from OMol25. Energies are from ωB97M-V/def2-TZVPD.

ORCA input file:
```
! wB97M-V def2-TZVPD RIJCOSX def2/J DEFGRID3
* xyz 0 1
Pt 1.101 -1.530 1.527
N 3.142 -2.602 0.945
C 4.130 -1.576 0.623
C 3.443 -0.325 0.105
O 3.956 0.363 -0.750
O 2.299 -0.049 0.686
H 3.439 -3.203 1.703
H 2.929 -3.185 0.145
H 4.864 -1.899 -0.111
H 4.637 -1.281 1.541
Se 2.299 -1.222 3.803
Te 1.666 1.169 4.085
Te 0.123 1.269 1.875
Se -2.077 1.056 2.792
N -0.462 -2.407 2.326
C -1.509 -2.841 2.599
N -2.600 -3.273 3.045
C -3.634 -3.904 2.538
N -4.572 -4.470 2.161
C 1.199 1.055 -2.543
N -0.061 0.833 -1.839
C -0.379 -0.237 -1.103
Se 0.550 -1.856 -1.010
N -1.586 -0.023 -0.558
C -2.085 1.209 -0.968
C -3.288 1.858 -0.723
C -3.475 3.069 -1.359
C -2.495 3.617 -2.202
C -1.294 2.973 -2.428
C -1.112 1.753 -1.792
H 1.917 0.300 -2.245
H 1.594 2.031 -2.268
H 1.039 1.016 -3.620
H -2.035 -0.679 0.064
H -4.031 1.429 -0.065
H -4.406 3.602 -1.215
H -2.686 4.564 -2.687
H -0.538 3.397 -3.075
*
```

- lowest unoccupied orbital energy (alpha / beta) (eV) = -2.877 / -2.877
- energy above the lowest of the compared OMol25 structures with the same formula, charge and spin (kcal/mol) = 20.7
- calculated total energy (Ha) = -8803.170793

Atomic partial charges in e from the natural (NBO) method, atoms 1 to 8: Pt 0.867; N -0.838; C -0.353; C 0.790; O -0.621; O -0.801; H 0.399; H 0.389

Here is a molecular structure, C17H37BrFNO14P3S at a distorted geometry from OMol25. Energies are from ωB97M-V/def2-TZVPD.

ORCA input file:
```
! wB97M-V def2-TZVPD RIJCOSX def2/J DEFGRID3
* xyz 1 1
C -5.532 -1.345 -3.054
C -4.803 -1.424 -1.747
C -3.871 -2.379 -1.487
C -3.240 -2.392 -0.290
C -3.499 -1.475 0.650
C -4.405 -0.491 0.408
C -4.687 0.557 1.398
N -3.790 1.819 1.284
Br -2.024 1.446 0.698
S -4.480 3.075 0.228
O -5.516 3.661 0.944
O -4.737 2.561 -1.033
F -3.341 4.103 0.084
C -5.049 -0.507 -0.785
H -6.365 -2.038 -3.108
H -5.909 -0.340 -3.204
H -4.832 -1.543 -3.859
H -3.612 -3.117 -2.228
H -2.498 -3.143 -0.072
H -2.992 -1.476 1.603
H -4.569 0.186 2.409
H -5.715 0.903 1.331
H -3.696 2.222 2.221
H -5.782 0.262 -0.984
C 2.636 -7.202 -1.473
O 1.593 -6.200 -1.499
P 0.305 -6.406 -0.477
O -0.659 -5.431 -1.044
O 1.093 -5.862 0.823
C 1.557 -4.512 0.824
O -0.653 -7.353 0.482
C -0.879 -8.719 0.058
H 3.432 -6.876 -2.135
H 3.037 -7.321 -0.463
H 2.254 -8.159 -1.829
H 1.014 -3.891 0.110
H 2.621 -4.492 0.587
H 1.415 -4.108 1.824
H 0.057 -9.278 0.033
H -1.346 -8.741 -0.930
H -1.546 -9.186 0.776
C -0.737 5.735 0.235
O 0.345 5.214 1.018
P 1.559 6.191 1.630
O 2.497 5.110 2.012
O 0.646 6.729 2.852
C 0.132 5.788 3.787
O 2.480 7.556 1.739
C 2.826 8.237 0.509
H -1.404 4.903 0.023
H -1.287 6.511 0.775
H -0.371 6.139 -0.710
H 0.712 4.866 3.793
H -0.911 5.564 3.549
H 0.175 6.244 4.773
H 1.932 8.599 0.000
H 3.381 7.569 -0.154
H 3.453 9.086 0.762
C 6.301 0.019 -1.712
O 5.557 -0.621 -0.653
P 4.186 0.140 -0.107
O 3.939 -0.600 1.152
O 3.273 -0.370 -1.349
C 3.055 -1.767 -1.508
O 3.219 1.470 0.052
C 3.799 2.786 0.235
H 7.114 -0.642 -2.001
H 5.664 0.203 -2.581
H 6.725 0.962 -1.364
H 3.214 -2.305 -0.573
H 3.722 -2.163 -2.276
H 2.026 -1.912 -1.832
H 4.395 3.077 -0.632
H 4.419 2.815 1.132
H 2.977 3.481 0.356
*
```

- lowest unoccupied orbital energy (eV) = -5.179
- calculated total energy (Ha) = -5873.874595

Atomic partial charges in e from the Löwdin method, atoms 1 to 8: C -0.017; C -0.254; C 0.000; C -0.047; C -0.093; C -0.317; C -0.112; N -0.468

Here is 11 unconnected molecules or ions with the total composition C66H138F9N8O12 at a distorted geometry from OMol25. Energies are from ωB97M-V/def2-TZVPD.

ORCA input file:
```
! wB97M-V def2-TZVPD RIJCOSX def2/J DEFGRID3
* xyz 1 1
C 24.212 2.245 23.924
C 23.082 3.269 23.831
C 21.713 2.545 23.966
C 20.506 3.484 23.857
N 19.117 2.745 24.081
C 17.869 3.519 23.526
C 16.812 2.407 23.286
C 17.607 1.223 22.877
C 19.087 1.558 23.078
C 18.971 2.369 25.545
H 24.268 1.827 24.929
H 25.225 2.517 23.630
H 23.969 1.424 23.250
H 23.037 3.765 22.862
H 23.220 4.037 24.591
H 21.733 1.991 24.905
H 21.690 1.764 23.207
H 20.461 4.144 22.991
H 20.630 4.216 24.654
H 17.525 4.225 24.283
H 18.130 4.050 22.610
H 16.327 2.185 24.237
H 16.085 2.671 22.518
H 17.260 0.445 23.558
H 17.369 0.896 21.865
H 19.640 0.809 23.646
H 19.597 1.733 22.131
H 18.796 3.247 26.167
H 19.849 1.819 25.885
H 18.262 1.544 25.478
C 10.969 -4.233 26.841
C 10.210 -2.933 26.751
C 10.959 -1.694 27.350
C 10.919 -1.755 28.846
N 11.882 -0.709 29.580
C 13.377 -0.983 29.502
C 13.760 -1.702 30.718
C 12.972 -0.931 31.759
C 11.638 -0.576 31.082
C 11.501 0.642 28.879
H 12.043 -4.176 26.669
H 10.579 -5.047 26.230
H 10.942 -4.611 27.863
H 9.173 -2.995 27.080
H 10.070 -2.752 25.685
H 10.486 -0.871 26.815
H 11.993 -1.894 27.069
H 11.402 -2.668 29.193
H 9.994 -1.672 29.417
H 13.857 -0.006 29.443
H 13.718 -1.477 28.592
H 14.840 -1.654 30.858
H 13.580 -2.777 30.715
H 13.384 0.043 32.021
H 12.878 -1.344 32.764
H 11.314 0.437 31.322
H 10.821 -1.285 31.216
H 10.452 0.910 28.999
H 11.839 0.643 27.842
H 12.036 1.446 29.384
C 11.522 -5.502 22.095
C 11.653 -4.163 22.937
C 13.176 -3.892 23.345
C 13.438 -2.398 23.854
N 14.794 -2.246 24.641
C 15.177 -3.366 25.687
C 16.230 -2.674 26.630
C 15.773 -1.197 26.631
C 14.868 -0.950 25.471
C 15.887 -2.217 23.481
H 11.804 -6.430 22.591
H 12.028 -5.286 21.154
H 10.530 -5.777 21.737
H 11.177 -4.397 23.889
H 11.131 -3.275 22.580
H 13.897 -3.943 22.529
H 13.511 -4.643 24.060
H 12.669 -2.185 24.597
H 13.437 -1.575 23.139
H 15.659 -4.228 25.226
H 14.282 -3.707 26.208
H 17.207 -2.767 26.156
H 16.421 -3.148 27.592
H 16.677 -0.612 26.462
H 15.437 -0.937 27.635
H 15.206 -0.110 24.865
H 13.840 -0.743 25.769
H 15.838 -3.198 23.009
H 16.864 -1.945 23.882
H 15.598 -1.349 22.888
C 11.344 3.241 17.905
C 10.859 3.844 19.227
C 11.559 3.199 20.459
C 11.110 3.701 21.901
N 11.885 3.207 23.121
C 11.743 1.649 23.272
C 11.881 1.344 24.770
C 11.449 2.677 25.473
C 11.260 3.713 24.400
C 13.306 3.575 23.071
H 11.270 2.157 17.822
H 12.387 3.503 17.731
H 10.751 3.688 17.107
H 9.794 3.636 19.327
H 10.944 4.930 19.188
H 12.611 3.429 20.291
H 11.387 2.131 20.596
H 10.097 3.303 21.962
H 11.132 4.789 21.955
H 12.470 1.220 22.583
H 10.706 1.477 22.983
H 12.936 1.193 24.997
H 11.282 0.479 25.054
H 12.086 3.010 26.292
H 10.467 2.582 25.936
H 11.765 4.595 24.793
H 10.194 3.790 24.184
H 13.306 4.660 22.961
H 13.834 3.038 22.283
H 13.725 3.348 24.051
C 19.151 -5.748 26.846
C 19.248 -6.120 25.361
C 19.456 -4.964 24.377
C 19.632 -5.413 22.926
N 19.773 -4.273 21.842
C 19.833 -4.901 20.411
C 19.470 -3.789 19.520
C 18.669 -2.805 20.249
C 18.502 -3.441 21.656
C 21.068 -3.524 22.107
H 20.084 -5.328 27.220
H 18.901 -6.617 27.455
H 18.299 -5.076 26.953
H 18.307 -6.566 25.041
H 20.058 -6.836 25.223
H 20.359 -4.375 24.538
H 18.729 -4.156 24.461
H 18.814 -5.987 22.490
H 20.512 -6.054 22.887
H 20.818 -5.342 20.258
H 19.073 -5.678 20.329
H 20.278 -3.237 19.039
H 18.952 -4.236 18.671
H 19.042 -1.786 20.349
H 17.668 -2.693 19.831
H 18.551 -2.608 22.358
H 17.585 -3.997 21.851
H 21.324 -2.957 21.212
H 21.899 -4.197 22.317
H 20.948 -2.892 22.987
C 22.149 -3.415 35.684
C 21.787 -2.915 34.331
C 20.326 -3.248 33.911
C 19.993 -2.660 32.461
N 18.583 -3.034 31.934
C 18.353 -4.513 31.743
C 18.927 -4.926 30.386
C 19.175 -3.604 29.649
C 18.449 -2.505 30.509
C 17.635 -2.471 32.973
H 21.656 -2.828 36.459
H 23.230 -3.280 35.708
H 21.908 -4.453 35.918
H 22.544 -3.205 33.603
H 21.895 -1.836 34.229
H 19.705 -2.946 34.755
H 20.148 -4.323 33.883
H 20.630 -3.174 31.741
H 20.018 -1.572 32.403
H 17.271 -4.639 31.705
H 18.572 -5.191 32.568
H 18.310 -5.577 29.766
H 19.827 -5.539 30.344
H 18.908 -3.528 28.595
H 20.234 -3.377 29.532
H 17.435 -2.281 30.177
H 19.074 -1.614 30.444
H 16.697 -2.547 32.423
H 17.795 -1.396 33.056
H 17.755 -3.078 33.871
C 14.091 -0.058 20.388
O 12.789 -0.429 20.743
O 14.643 0.587 21.534
C 14.895 -1.354 19.833
F 14.173 -2.070 18.925
F 16.103 -1.087 19.280
F 15.025 -2.225 20.779
C 11.808 -0.524 19.745
C 10.487 -0.691 20.522
H 9.714 -0.757 19.755
H 10.498 -1.646 21.046
H 10.193 0.063 21.252
H 11.890 -1.417 19.127
H 11.783 0.359 19.106
H 13.984 0.694 19.607
C 15.861 -7.606 21.310
O 14.790 -8.164 20.537
O 17.038 -7.426 20.535
C 15.291 -6.352 22.096
F 14.386 -6.672 23.032
F 16.187 -5.671 22.805
F 14.688 -5.487 21.217
C 13.781 -8.918 21.191
C 12.720 -9.036 20.099
H 12.076 -9.856 20.415
H 12.122 -8.125 20.123
H 13.156 -9.168 19.109
H 13.288 -8.549 22.089
H 14.238 -9.838 21.557
H 15.988 -8.437 22.004
C 15.762 2.330 27.968
O 15.850 1.792 29.374
O 14.371 2.185 27.602
C 16.439 3.809 27.862
F 15.810 4.778 28.584
F 17.668 3.788 28.281
F 16.495 4.086 26.614
C 17.039 1.035 29.718
C 16.868 0.627 31.149
H 17.833 0.453 31.626
H 16.237 1.341 31.678
H 16.361 -0.333 31.245
H 17.885 1.705 29.567
H 17.151 0.139 29.107
H 16.412 1.658 27.408
N 19.725 -1.093 25.487
O 19.375 -1.508 26.558
O 20.739 -0.441 25.355
O 19.070 -1.443 24.529
N 14.846 -4.769 29.216
O 15.479 -4.015 29.957
O 13.845 -4.327 28.683
O 15.169 -5.907 29.004
*
```

- lowest unoccupied orbital energy (eV) = -1.604
- calculated total energy (Ha) = -4836.416464

Atomic partial charges in e from the Löwdin method, atoms 1 to 8: C -0.105; C -0.244; C -0.203; C -0.084; N -0.192; C -0.055; C -0.166; C -0.167

Here is 4 unconnected molecules or ions with the total composition C18H28NO12 from OMol25. Energies are from ωB97M-V/def2-TZVPD.

ORCA input file:
```
! wB97M-V def2-TZVPD RIJCOSX def2/J DEFGRID3
* xyz 1 1
C 0.150 3.440 5.382
C 0.352 3.371 4.206
C 0.656 3.280 2.784
C 0.834 1.845 2.251
C 1.701 1.811 0.998
C 1.496 0.930 3.279
N 1.205 -0.489 2.888
C -0.271 -0.796 2.938
C -1.078 0.484 2.792
C -2.443 0.160 2.238
O -3.249 1.300 2.443
O -4.600 0.882 2.234
O -0.424 1.308 1.838
H -0.050 3.591 6.416
H 1.533 3.881 2.549
H -0.174 3.700 2.215
H 1.410 0.934 0.425
H 2.753 1.729 1.245
H 1.539 2.671 0.353
H 2.573 1.056 3.250
H 1.159 1.063 4.303
H 1.637 -0.683 1.973
H 1.671 -1.105 3.551
H -0.481 -1.283 3.886
H -0.497 -1.504 2.145
H -1.173 1.023 3.736
H -2.306 -0.003 1.165
H -2.880 -0.722 2.704
H -4.979 1.046 3.109
C -3.595 2.356 -2.465
C -2.811 1.587 -1.415
O -2.182 0.565 -2.194
C -2.099 0.992 -3.477
O -1.475 0.441 -4.325
O -2.813 2.123 -3.644
H -3.667 3.422 -2.273
H -4.593 1.945 -2.622
H -2.033 2.194 -0.949
H -3.431 1.138 -0.644
C 4.117 -3.516 2.795
C 5.419 -3.160 2.097
O 4.975 -2.221 1.100
C 3.829 -1.681 1.490
O 3.281 -0.756 0.962
O 3.336 -2.315 2.586
H 4.222 -3.706 3.858
H 3.598 -4.347 2.320
H 6.125 -2.654 2.755
H 5.906 -4.001 1.615
C -1.358 -1.271 -8.152
C -1.066 -1.732 -6.735
O -1.337 -3.136 -6.818
C -1.209 -3.529 -8.108
O -1.207 -4.657 -8.476
O -1.083 -2.450 -8.916
H -0.725 -0.457 -8.491
H -2.405 -1.000 -8.292
H -0.019 -1.593 -6.462
H -1.694 -1.271 -5.982
*
```

- lowest unoccupied orbital energy (eV) = -2.885
- calculated total energy (Ha) = -1659.953027

Atomic partial charges in e from the natural (NBO) method, atoms 1 to 8: C -0.207; C -0.046; C -0.509; C 0.263; C -0.627; C -0.262; N -0.523; C -0.243